# 1
Below is a cluster of 2 separate species, C5H11ClN in total in a non-equilibrium geometry, with properties calculated with ωB97M-V/def2-TZVPD.

Properties
highest occupied orbital energy: -13.699 eV
net charge: +1
relative energy (zero: lowest compared OMol25 entry of this formula, charge and spin): 50.4 kcal/mol
gap between HOMO and LUMO: 10.42 eV

Each line ends with the natural charge from an NBO analysis.
Cartesian coordinates (Å):
C  -1.9945  1.9653  -2.5434  -0.358
C  -1.2775  1.7688  -1.4964  -0.180
C  0.2142  -2.2944  0.9171  -0.698
C  -0.1286  -1.0667  1.7261  -0.100
C  0.6286  0.0679  1.5009  -0.098
N  1.7817  0.0869  0.5888  -0.743
Cl  0.5046  1.7449  -1.7123  -0.065
H  -1.5646  2.3927  -3.4653  0.231
H  -3.0863  2.0281  -2.4533  0.238
H  0.4131  -2.0054  -0.1066  0.207
H  -0.5853  -3.0646  0.8270  0.271
H  1.0716  -2.8254  1.3562  0.248
H  -0.8929  -1.1996  2.4522  0.253
H  -1.6324  1.3535  -0.6426  0.206
H  0.5944  1.0116  1.9480  0.225
H  2.6985  0.3194  1.0758  0.466
H  1.3962  0.5935  -0.2245  0.459
H  1.8593  -0.8764  0.2523  0.438

Forces on the atoms, in the same order (eV/Å):
C -1.5 2.1 -2.1
C 2.4 -0.4 -1.5
C -0.5 -0.8 0.2
C 2.9 1.6 -1.8
C -1.5 -2.7 1.4
N 0.0 -2.0 0.6
Cl -0.6 0.2 0.3
H -0.3 -0.6 0.4
H 0.5 -0.4 0.0
H 0.2 -0.2 -0.4
H 0.3 0.8 0.4
H -0.1 0.1 -0.2
H -0.5 0.7 0.5
H -0.6 -0.8 2.8
H -0.7 1.1 1.0
H -1.5 0.3 -1.1
H 1.1 1.0 -0.4
H 0.5 0.0 -0.1


# 2
Below is a structure of composition C15H15MgN5O6 in a non-equilibrium geometry, with properties calculated with ωB97M-V/def2-TZVPD.

Properties
highest occupied orbital energy: -8.557 eV
relative energy (zero: lowest compared OMol25 entry of this formula, charge and spin): 0.0 kcal/mol
gap between HOMO and LUMO: 8.35 eV

Each line ends with the natural charge from an NBO analysis.
Cartesian coordinates (Å):
Mg  3.0663  -15.7821  -6.7320  1.757
N  2.1146  -18.5907  -5.4792  0.728
O  2.3198  -17.3427  -5.6943  -0.716
O  1.1071  -18.9270  -4.8771  -0.437
O  2.9256  -19.4033  -5.9488  -0.509
N  0.7856  -14.7218  -6.7567  0.728
O  -0.3047  -14.2051  -6.7536  -0.382
O  1.2126  -15.4738  -7.6888  -0.626
O  1.6351  -14.5811  -5.8188  -0.625
N  3.8065  -14.0701  -7.5426  -0.579
C  3.5893  -13.6918  -8.8157  0.058
C  4.1508  -12.5943  -9.4308  -0.256
C  4.8803  -11.7171  -8.6425  -0.134
C  5.0263  -11.9996  -7.2856  -0.260
C  4.5017  -13.1867  -6.8104  0.072
H  2.9437  -14.3841  -9.3467  0.227
H  4.0024  -12.3390  -10.4693  0.235
H  5.3397  -10.8158  -9.0281  0.224
H  5.5841  -11.3605  -6.6186  0.230
H  4.7117  -13.3783  -5.7646  0.207
N  4.6223  -15.9022  -5.4137  -0.569
C  5.9211  -16.1077  -5.6890  0.057
C  6.9363  -16.2494  -4.7543  -0.259
C  6.6041  -16.1203  -3.4163  -0.139
C  5.2801  -15.8853  -3.0855  -0.242
C  4.3544  -15.7815  -4.1079  0.067
H  6.1870  -16.2417  -6.7301  0.197
H  7.9425  -16.4196  -5.1050  0.230
H  7.3591  -16.1990  -2.6434  0.224
H  4.9684  -15.7545  -2.0605  0.233
H  3.3420  -15.5364  -3.8005  0.232
N  3.8416  -16.9051  -8.2549  -0.587
C  3.1673  -18.0214  -8.5914  0.103
C  3.5540  -18.9048  -9.5876  -0.248
C  4.6127  -18.5353  -10.3910  -0.137
C  5.3324  -17.3884  -10.0838  -0.260
C  4.9205  -16.6347  -9.0072  0.034
H  2.2972  -18.2497  -7.9920  0.239
H  2.9184  -19.7478  -9.8149  0.239
H  5.0168  -19.0876  -11.2329  0.223
H  6.2209  -17.1546  -10.6514  0.225
H  5.4349  -15.7080  -8.7752  0.195

Forces on the atoms, in the same order (eV/Å):
Mg -1.6 -0.9 0.6
N -0.2 -0.2 -0.6
O -0.2 0.0 0.3
O 0.3 0.1 0.1
O 0.0 0.1 0.2
N 0.4 -0.3 0.3
O 0.5 -0.2 -0.1
O -0.4 0.1 -0.6
O -0.4 0.6 0.5
N 0.9 2.4 -0.6
C -0.4 -1.2 -0.2
C 0.1 0.8 0.4
C 0.3 0.1 0.7
C -0.1 -0.3 -0.8
C 0.4 0.2 0.5
H 0.1 0.1 -0.2
H -0.2 -0.4 -0.1
H -0.1 -0.1 -0.2
H 0.0 0.1 0.0
H -0.4 -0.5 0.0
N 1.8 0.2 1.4
C 0.1 -0.5 -0.5
C -0.5 0.3 -0.1
C 0.2 -0.1 0.2
C 0.4 0.0 -0.4
C -0.8 0.3 0.6
H -0.2 0.1 -0.1
H 0.1 -0.1 0.1
H 0.0 0.0 0.0
H -0.1 0.0 0.0
H -0.2 -0.2 -0.5
N 0.4 -1.2 -1.6
C 0.0 -0.1 0.7
C -0.4 0.6 -0.7
C 0.9 0.0 -0.1
C -0.2 -0.3 0.4
C 0.0 0.7 0.0
H 0.0 0.1 0.0
H 0.2 -0.2 0.1
H -0.6 -0.4 0.1
H -0.1 0.3 0.0
H 0.1 -0.1 0.1


# 3
Below is a cluster of 9 separate species, H18O9 in total in a non-equilibrium geometry, with properties calculated with ωB97M-V/def2-TZVPD.

Properties
highest occupied orbital energy: -11.134 eV
relative energy (zero: lowest compared OMol25 entry of this formula, charge and spin): 62.0 kcal/mol
gap between HOMO and LUMO: 11.08 eV
SMILES string: O.O.O.O.O.O.O.O.O

Each line ends with the natural charge from an NBO analysis.
Cartesian coordinates (Å):
O  -1.0805  -1.5036  1.9162  -0.986
H  -0.8509  -1.3021  1.0055  0.504
H  -0.9090  -0.7100  2.4264  0.487
O  -1.2227  0.2670  -0.9857  -0.954
H  -0.9568  0.7681  -1.7628  0.486
H  -1.9503  -0.2946  -1.2655  0.466
O  3.5840  -0.7182  -0.2162  -0.935
H  3.0465  -0.1594  -0.8087  0.464
H  3.2217  -1.4918  -0.6173  0.468
O  2.1383  0.2564  -2.7128  -0.967
H  2.1504  0.9680  -2.1147  0.460
H  1.4569  0.4745  -3.3628  0.495
O  -0.4316  -3.5738  -0.0352  -0.932
H  -0.2030  -3.6556  0.9047  0.473
H  -1.2765  -4.0324  0.0772  0.460
O  -3.8207  -0.8653  2.9402  -0.956
H  -2.9816  -1.3233  2.8123  0.488
H  -4.0359  -0.6360  2.0301  0.462
O  -1.6611  1.8621  2.3285  -0.953
H  -2.5280  1.5733  2.6092  0.483
H  -1.2920  2.4187  3.0092  0.470
O  -0.1678  1.2756  -3.8525  -0.951
H  -0.1480  2.1562  -4.2531  0.485
H  -0.5442  0.8031  -4.6102  0.483
O  2.9614  2.9198  0.8232  -0.935
H  3.1306  1.9679  0.8619  0.471
H  2.2794  2.9635  1.5061  0.463

Forces on the atoms, in the same order (eV/Å):
O -0.2 -0.4 0.4
H 0.1 0.2 -0.2
H 0.2 0.4 -0.1
O 0.0 -0.1 0.3
H 0.0 -0.1 -0.2
H 0.0 0.0 -0.1
O -0.7 1.2 -0.5
H 0.6 0.5 0.5
H 0.1 -1.9 0.1
O 0.3 -1.6 -1.1
H -0.1 1.7 1.0
H 0.0 0.1 0.3
O -0.6 -0.6 1.0
H 0.8 0.6 -0.2
H -0.2 0.1 -0.9
O 0.0 0.2 -0.2
H 0.2 -0.2 0.1
H -0.2 0.1 0.0
O 0.4 -0.3 -0.6
H -0.3 -0.1 0.4
H -0.1 0.2 0.4
O -0.5 0.3 -1.1
H 0.3 0.3 0.5
H 0.0 -0.5 0.4
O -0.4 -0.7 0.4
H 0.4 0.0 -0.3
H 0.0 0.5 -0.1


# 4
Below is a structure of composition C19H16F6N3O8P2W in a non-equilibrium geometry, with properties calculated with ωB97M-V/def2-TZVPD.

Properties
highest occupied orbital energy (alpha / beta): -9.937 / -10.735 eV
net charge: +1
relative energy (zero: lowest compared OMol25 entry of this formula, charge and spin): 88.0 kcal/mol
gap between HOMO and LUMO (alpha / beta): 5.63 / 6.22 eV

Each line ends with the natural charge from an NBO analysis.
Cartesian coordinates (Å):
W  -0.2935  0.0108  -0.8038  2.004
C  -3.5150  -0.9470  1.9830  -0.219
C  -2.7910  -1.3141  3.1462  -0.129
C  -1.4336  -1.4911  3.0493  -0.237
C  -0.7752  -1.2827  1.8251  0.243
N  -1.5010  -0.9068  0.6592  -0.498
C  -2.8551  -0.7633  0.8034  0.061
C  0.6095  -1.5268  1.5525  0.131
C  1.6348  -2.1184  2.3131  -0.182
C  2.7874  -2.5406  1.6459  -0.175
C  2.8700  -2.5421  0.2587  -0.169
C  1.8334  -1.9271  -0.4725  0.170
N  0.8710  -1.2282  0.2316  -0.512
C  1.4172  -2.0564  -1.8347  0.161
C  2.1200  -2.6946  -2.8719  -0.205
C  1.5198  -2.9102  -4.0847  -0.127
C  0.1636  -2.5434  -4.2462  -0.223
C  -0.4887  -1.9116  -3.2281  0.102
N  0.0905  -1.6053  -2.0312  -0.513
H  -4.5830  -0.8110  2.0315  0.246
H  -3.3083  -1.4657  4.0800  0.242
H  -0.8491  -1.7826  3.9112  0.236
H  -3.3864  -0.5091  -0.1147  0.235
H  1.5385  -2.2659  3.3740  0.243
H  3.5940  -2.9758  2.2162  0.242
H  3.6799  -3.0451  -0.2397  0.244
H  3.1360  -3.0031  -2.6872  0.235
H  2.0602  -3.3707  -4.8965  0.241
H  -0.3473  -2.7537  -5.1696  0.247
H  -1.5312  -1.6147  -3.3186  0.234
O  -2.5865  2.2164  -0.5895  -0.989
P  -1.9825  1.8063  -2.0002  2.546
O  -2.5697  2.3750  -3.1853  -1.015
O  -1.8606  0.2841  -1.7598  -0.973
O  -0.4208  2.3421  -1.7422  -1.040
P  0.7710  1.5664  -2.5622  2.533
O  1.6761  2.6601  -3.1748  -0.954
O  0.0786  0.6287  -3.4539  -1.048
O  1.4430  0.7957  -1.4164  -1.011
H  -3.0642  3.0518  -0.6052  0.536
H  2.1446  3.2444  -2.5718  0.541
C  0.8005  1.5079  2.8026  -0.638
C  0.1876  2.1928  1.5723  0.117
O  -0.1698  1.3098  0.5667  -0.704
C  1.2450  3.1493  0.9740  0.964
F  2.2308  2.3913  0.4574  -0.324
F  1.7946  3.9752  1.8568  -0.306
F  0.8012  3.9001  -0.0393  -0.315
C  -1.0883  2.9558  2.0180  0.974
F  -2.0940  2.0754  2.1052  -0.322
F  -0.9643  3.5220  3.2157  -0.306
F  -1.4737  3.9130  1.1740  -0.311
H  1.5998  0.8452  2.4769  0.233
H  0.0328  0.9332  3.3143  0.229
H  1.2014  2.2543  3.4851  0.256

Forces on the atoms, in the same order (eV/Å):
W 0.5 -2.3 2.8
C 0.4 -0.4 0.9
C -0.3 0.3 -0.9
C 0.3 0.1 -0.4
C -1.7 0.3 -1.0
N 0.0 -0.1 2.8
C 0.6 0.0 -0.8
C 1.0 -0.1 -0.4
C -0.6 0.4 -0.9
C -0.1 0.1 0.2
C -1.1 0.6 -0.6
C 0.2 0.0 1.3
N 1.1 -1.3 0.7
C -1.2 -0.3 -1.2
C -0.1 0.4 0.7
C -0.9 0.3 0.0
C 0.9 -0.4 0.1
C -0.5 0.2 0.7
N 2.5 -1.2 -1.3
H -0.1 0.0 -0.1
H 0.0 0.0 0.1
H 0.0 0.0 0.0
H 0.2 0.0 0.4
H -0.1 -0.1 0.2
H 0.0 -0.1 0.1
H 0.1 -0.1 -0.1
H 0.1 -0.1 0.0
H 0.0 -0.1 0.0
H -0.1 0.0 -0.1
H 0.3 0.1 -0.1
O -0.4 -0.1 -0.6
P -0.4 3.1 0.2
O -0.4 -0.2 -0.4
O -2.1 -1.2 -0.9
O -0.7 -0.5 -1.0
P 0.3 1.1 -0.8
O 0.1 -0.1 -0.4
O 0.4 0.4 -0.8
O 0.9 0.3 -0.2
H -0.1 0.2 0.0
H 0.1 0.2 0.2
C -0.1 0.0 -0.3
C 0.3 0.2 -0.1
O 0.1 0.4 1.4
C 0.5 0.0 -0.5
F 0.2 0.1 0.3
F -0.1 0.1 0.4
F -0.2 0.1 0.0
C -0.5 -0.2 -0.1
F -0.1 -0.2 0.2
F 0.4 0.1 0.2
F 0.1 0.2 -0.1
H 0.0 0.1 0.0
H 0.0 0.0 0.0
H 0.0 0.0 0.0